A | Density functional theory data (ωB97M-V/def2-TZVPD) for an isolated ion of composition C7H18N3 and charge +1.

```
! wB97M-V def2-TZVPD RIJCOSX def2/J DEFGRID3
* xyz 1 1
C 0.61658 -1.79598 -0.29919
C 1.74455 -1.05294 0.45676
C -1.00576 -0.06842 -0.11815
C -3.56737 -0.30548 0.20661
C -2.61453 1.69021 -0.20103
C 2.35016 0.99387 1.08258
C 2.72239 0.41673 -1.26360
N -0.71267 -1.34852 0.11110
N -2.31029 0.32087 -0.08333
N 1.81984 0.27839 -0.07256
H 0.81053 -1.89549 -1.33314
H 0.54237 -2.87967 -0.01062
H 1.45489 -1.00493 1.56368
H 2.60256 -1.82734 0.29130
H 0.78020 0.52098 -0.26357
H -3.31542 -1.33080 0.23760
H -4.00620 -0.08317 1.27585
H -4.30508 0.06076 -0.45545
H -3.15076 1.91771 -1.17490
H -3.35562 1.92576 0.63470
H -1.73624 2.47776 -0.31119
H 1.69352 0.87041 1.90454
H 3.32945 0.61735 1.32902
H 2.40402 2.09613 0.74663
H 2.10236 1.18486 -1.91038
H 3.57488 0.83154 -0.96592
H 2.92902 -0.56588 -1.82888
H -1.39737 -2.04471 0.45151
*
```



B | Density functional theory data (ωB97M-V/def2-TZVPD) for an isolated ion of composition C7H18N3 and charge +1.

```
! wB97M-V def2-TZVPD RIJCOSX def2/J DEFGRID3
* xyz 1 1
C -0.32119 -2.44585 0.33647
C -1.00922 -1.15155 0.92090
C -0.66460 2.86502 1.04799
C 0.96477 -0.95595 -1.93949
C 2.28290 -0.09238 -0.09380
C -1.72214 1.95781 0.44241
C -1.08056 0.84604 -0.43331
N 1.05180 -2.11640 0.13224
N -0.36364 0.00030 0.43157
N 1.16968 -0.91509 -0.50842
H -0.41505 -3.29265 1.01197
H -0.79509 -2.69992 -0.61290
H -2.07214 -1.19694 0.65649
H -0.88474 -1.18222 2.00747
H -0.11923 3.39752 0.27240
H -1.13351 3.59907 1.69665
H 0.04097 2.28510 1.63669
H 0.49946 -0.03203 -2.28242
H 1.92402 -1.06254 -2.45046
H 0.32840 -1.79274 -2.21501
H 3.23478 -0.56053 -0.35507
H 2.21659 0.87336 -0.59005
H 2.23776 0.07429 0.98151
H -2.38934 2.52686 -0.20545
H -2.31833 1.49418 1.22901
H -1.86326 0.33561 -1.01474
H -0.38775 1.36600 -1.09967
H 1.58867 -2.12437 0.99701
*
```



Which structure is the most stable? The one labeled B.